57
Properties=species:S:1:pos:R:3:forces:R:3:mulliken_charge:R:1 method="wB97M-V/def2-TZVPD" orbital_gap_ev=3.68 lumo_ev=6.15 energy_ev=-52443.481 homo_energy_ev=2.5 fmax_ev_per_a=2.83 de_lowest_ev=1.6230 charge=-3
N -0.427 0.263 -0.390 0.9 0.4 0.4 1.40
H 0.273 0.003 0.353 0.8 -0.7 0.5 0.27
H -0.008 0.165 -1.335 -0.2 0.3 -0.2 0.09
H -0.608 1.252 -0.188 -0.4 -0.3 -0.5 0.18
H -1.242 -0.358 -0.249 -0.1 0.5 -0.3 -0.51
N 3.073 1.721 1.218 -0.9 0.5 -0.6 0.05
H 2.532 0.847 1.460 -0.2 -1.4 0.1 0.13
H 3.940 1.526 0.668 0.0 -0.2 0.1 0.41
H 3.186 2.308 2.032 0.3 -0.1 0.1 0.47
H 2.388 2.191 0.611 0.4 0.2 -0.1 0.08
C 3.601 1.968 -2.138 1.6 -1.6 1.0 -0.57
C 4.213 0.800 -1.532 -1.5 1.6 -1.0 0.34
C 3.707 -0.571 -2.043 -0.5 -0.2 0.6 0.41
O 4.399 -1.566 -1.855 0.3 -0.2 -0.3 -0.73
C 2.361 -0.587 -2.563 1.6 0.6 -0.3 -0.43
C 1.713 0.574 -2.963 -2.2 -1.1 1.3 0.41
C 2.397 1.932 -2.825 0.0 1.5 -1.7 0.63
O 1.937 2.974 -3.367 -0.3 -1.1 0.2 -0.83
O 0.448 0.501 -3.192 0.5 0.7 -0.3 -0.90
O 5.031 0.905 -0.607 0.7 -0.3 0.2 -0.89
H 4.204 2.868 -2.127 -0.3 0.3 0.3 0.29
H 1.869 -1.543 -2.677 0.0 -0.1 0.0 0.32
O 4.007 -1.963 2.670 -0.7 0.5 0.4 -0.93
C 3.084 -1.215 3.343 1.3 -1.6 -1.0 -0.64
C 1.650 -1.084 2.750 -0.9 0.9 -0.1 -0.95
O 1.432 -0.555 1.471 0.6 0.8 0.1 -0.77
H 3.491 -0.203 3.595 -0.2 0.7 -0.2 0.07
H 2.940 -1.644 4.367 -0.6 0.0 0.5 0.35
H 1.136 -0.419 3.491 -0.1 0.1 0.3 0.34
H 1.091 -2.034 2.853 0.4 -0.4 0.0 0.25
Cl -0.922 3.729 0.246 0.0 0.3 1.0 1.56
O -1.699 3.114 1.314 -0.1 0.0 -0.2 -0.66
O -1.037 5.167 0.346 -0.2 0.0 -0.3 -0.77
O 0.463 3.369 0.429 0.2 -0.2 -0.2 -0.69
O -1.406 3.245 -1.018 -0.1 0.1 -0.1 -0.60
C -3.796 0.504 -1.599 -0.6 0.2 0.4 -1.35
C -3.889 -0.219 -0.240 1.5 0.4 -0.7 -0.58
N -2.819 -1.222 -0.100 -0.3 0.0 0.3 0.80
C -2.810 -1.767 1.262 -0.7 -0.1 0.2 -0.85
C -2.377 -0.791 2.360 1.0 0.0 -0.8 -1.26
C -2.915 -2.311 -1.077 0.4 0.3 -0.1 -0.64
C -1.561 -3.001 -1.281 -0.3 -0.5 0.5 -1.27
H -4.211 -0.122 -2.387 0.1 0.3 -0.3 0.39
H -2.803 0.884 -1.844 0.3 -0.6 0.1 0.21
H -4.338 1.454 -1.545 -0.5 -0.3 0.0 0.42
H -3.691 0.572 0.483 -0.2 -0.3 0.4 0.33
H -4.850 -0.710 -0.036 -0.3 0.2 -0.1 0.31
H -2.159 -2.639 1.267 0.2 0.1 0.1 0.44
H -3.830 -2.148 1.459 -0.1 -0.1 0.1 0.32
H -1.405 -0.406 2.032 0.0 0.2 0.3 0.15
H -2.156 -1.302 3.296 -0.3 -0.1 0.0 0.42
H -3.027 0.064 2.534 -0.2 -0.1 -0.1 0.34
H -3.696 -3.010 -0.739 0.0 -0.2 -0.1 0.31
H -3.231 -1.906 -2.037 0.0 0.1 0.1 0.32
H -1.596 -3.745 -2.079 -0.1 0.2 -0.2 0.44
H -0.761 -2.294 -1.490 -0.1 0.0 -0.1 0.22
H -1.293 -3.567 -0.387 0.2 0.1 0.0 0.35

52
Properties=species:S:1:pos:R:3:forces:R:3:mulliken_charge:R:1 method="wB97M-V/def2-TZVPD" orbital_gap_ev=3.80 lumo_ev=2.93 energy_ev=-32292.746 homo_energy_ev=-0.9 fmax_ev_per_a=4.07 de_lowest_ev=5.4797 charge=-1
C 4.702 -3.901 0.904 -0.1 0.4 -0.2 -0.67
O 5.343 -2.799 0.293 -0.2 -0.3 0.2 -0.45
C 4.600 -1.580 0.369 0.5 0.1 -0.7 -0.26
C 4.106 -1.172 -1.026 -0.4 0.6 0.4 -0.78
C 2.607 -0.849 -1.070 0.7 0.4 -0.1 -0.58
C 2.177 0.249 -0.078 -0.2 -0.9 0.3 -0.63
C 1.373 -0.253 1.131 0.3 -0.2 -0.2 -0.54
C 0.078 -0.999 0.768 -0.5 1.0 0.1 -0.41
C -1.168 -0.080 0.729 0.4 -0.3 0.3 0.69
C -2.230 -0.572 1.687 0.2 0.3 -0.5 -0.74
C -2.900 -1.896 1.255 -0.3 0.6 0.2 -0.97
C -2.842 -2.169 -0.243 -0.7 -1.2 -0.1 0.08
C -3.825 -1.340 -1.032 0.8 -2.9 0.5 -0.03
O -3.846 -0.186 -1.076 -0.5 4.0 -0.4 -0.36
O -4.757 -2.044 -1.747 -0.6 -0.6 -0.2 -0.51
H 5.065 -4.021 1.924 -0.1 -0.2 0.2 0.24
H 4.883 -4.805 0.334 0.3 -0.2 -0.1 0.28
H 3.624 -3.764 0.903 -0.2 0.0 0.2 0.29
H 5.290 -0.824 0.733 0.1 0.1 0.2 0.26
H 3.782 -1.625 1.080 -0.1 -0.3 0.1 0.23
H 4.669 -0.291 -1.337 0.0 0.1 -0.1 0.28
H 4.325 -1.946 -1.750 0.2 -0.4 0.0 0.45
H 2.399 -0.480 -2.070 -0.2 -0.2 -0.3 0.20
H 2.075 -1.783 -0.933 -0.4 -0.1 0.1 0.40
H 1.534 0.954 -0.587 0.0 0.4 -0.1 0.37
H 3.082 0.732 0.290 0.0 0.4 -0.1 0.32
H 1.993 -0.886 1.771 0.3 -0.1 0.0 0.23
H 1.140 0.620 1.735 -0.2 0.1 0.2 0.25
H -0.038 -1.818 1.497 -0.1 -0.2 0.0 0.15
H 0.174 -1.437 -0.225 0.4 -0.5 0.0 -0.03
H -0.858 0.914 1.065 -0.1 -0.1 -0.1 -0.99
H -3.008 0.188 1.740 -0.1 0.2 0.1 0.36
H -1.851 -0.698 2.729 -0.1 -0.3 0.2 0.32
H -3.962 -1.851 1.512 -0.2 -0.1 0.2 0.37
H -2.508 -2.738 1.819 0.3 -0.2 -0.1 0.44
H -3.159 -3.213 -0.393 0.2 -0.2 0.1 0.59
H -1.849 -2.092 -0.661 0.2 0.5 0.0 -0.26
H -4.781 -2.954 -1.423 0.2 0.1 -0.2 0.38
C -0.373 5.200 1.423 0.0 0.1 -0.2 -0.86
N -0.266 3.714 1.395 -0.1 -0.1 0.0 0.81
O 0.279 3.215 0.437 0.1 0.0 0.2 -0.42
O -0.739 3.121 2.346 0.1 0.2 -0.1 -0.49
H 0.084 5.596 0.522 0.0 -0.1 0.0 0.33
H -1.428 5.451 1.466 0.0 0.0 0.1 0.30
H 0.147 5.548 2.311 -0.1 0.0 0.1 0.30
C -3.630 2.510 -2.939 -0.2 0.0 0.1 -0.63
N -2.894 3.808 -2.921 -0.2 0.1 -0.1 0.87
O -3.510 4.813 -3.257 0.2 -0.2 0.1 -0.57
O -1.734 3.786 -2.574 -0.2 0.1 -0.1 -0.51
H -4.644 2.700 -3.271 0.0 0.1 0.0 0.31
H -3.110 1.850 -3.626 0.1 -0.1 0.1 0.24
H -3.618 2.099 -1.931 0.2 -0.1 -0.1 0.31

64
Properties=species:S:1:pos:R:3:forces:R:3:mulliken_charge:R:1 method="wB97M-V/def2-TZVPD" orbital_gap_ev=6.43 lumo_ev=1.95 energy_ev=-84964.278 homo_energy_ev=-4.5 fmax_ev_per_a=4.16 de_lowest_ev=0.9559 charge=-1
C -3.131 -1.855 -2.802 -1.0 0.5 -1.1 -0.75
N -3.247 -0.726 -1.871 0.4 -0.6 0.3 -0.25
C -2.473 -0.909 -0.630 -0.4 0.5 0.9 -0.64
Si -0.624 -0.382 -0.805 -0.9 -0.9 0.3 0.00
O -0.350 0.860 0.317 1.3 0.3 -1.4 -0.46
Si 0.830 1.985 -0.228 -2.2 0.2 2.0 -0.89
C 1.122 3.082 1.334 -0.3 -1.2 0.1 -0.95
C -0.194 3.246 2.194 1.1 1.9 0.2 0.88
C -0.408 4.794 2.477 -0.6 -0.6 -0.6 -1.51
O 0.010 2.669 3.506 -0.4 -0.4 -0.4 -0.64
B 2.567 1.183 -0.618 2.6 -0.7 -1.0 1.24
O 3.656 2.062 -0.868 -1.0 -0.2 0.5 -0.63
O 2.906 -0.158 -0.638 -0.6 1.0 -0.3 -0.53
C -0.041 3.092 -1.470 -1.3 1.1 -1.0 0.17
Cl -1.737 3.542 -0.987 1.2 -0.6 0.2 -0.24
C 0.371 3.618 -2.635 0.4 -0.1 0.6 0.69
C 1.785 3.332 -3.154 -0.5 0.0 -1.3 -0.91
Cl -0.690 4.696 -3.596 1.1 -0.8 0.5 -0.24
C -0.297 0.046 -2.628 2.2 0.1 -3.5 0.88
O -1.021 0.818 -3.278 -1.0 0.4 1.4 -0.67
O 0.721 -0.489 -3.238 -0.6 -0.2 2.2 -0.77
N 0.363 -1.783 -0.251 -0.7 -0.2 0.0 0.47
C 0.104 -2.061 1.184 -0.2 0.2 0.2 -0.92
C 0.147 -2.940 -1.069 1.1 -0.3 -1.5 0.24
C 1.290 -3.335 -2.064 0.1 0.1 1.5 -0.50
O -0.826 -3.658 -1.017 -0.1 0.1 0.7 -0.57
H -3.346 -1.457 -3.829 0.3 -0.3 0.7 0.28
H -2.117 -2.292 -2.851 -0.6 0.2 0.4 0.21
H -3.929 -2.625 -2.616 0.9 0.1 0.1 0.27
H -4.223 -0.546 -1.662 0.2 -0.1 0.0 0.29
H -2.557 -1.942 -0.201 0.1 0.5 -0.3 0.32
H -2.918 -0.225 0.144 0.4 -0.5 -0.6 0.34
H 1.612 4.047 1.085 -0.3 -0.5 0.2 0.51
H 1.826 2.486 1.974 -0.4 0.6 -0.5 0.26
H -1.102 2.836 1.713 0.7 0.0 0.3 0.15
H -0.115 5.028 3.522 -0.3 -0.1 -0.6 0.36
H -1.480 5.015 2.263 0.7 0.1 0.6 0.26
H 0.183 5.432 1.789 -0.3 -0.5 0.4 0.39
H -0.148 1.712 3.464 0.1 0.3 -0.2 0.30
H 3.413 2.972 -0.643 0.2 -0.2 -0.3 0.29
H 3.546 -0.344 -1.343 0.0 0.0 0.4 0.26
H 2.593 3.784 -2.548 -0.6 -0.3 -0.2 0.18
H 1.934 2.230 -3.286 -0.1 0.8 0.3 0.22
H 1.861 3.758 -4.181 0.0 -0.3 0.7 0.40
H 0.709 -1.348 1.789 -0.3 -0.5 -0.4 0.15
H -0.966 -1.918 1.468 0.6 -0.2 0.0 0.32
H 0.400 -3.105 1.425 -0.2 0.7 -0.1 0.35
H 1.446 -4.430 -1.917 -0.4 1.0 -0.5 0.14
H 1.054 -3.063 -3.109 0.2 0.0 0.7 0.19
H 2.209 -2.841 -1.675 -0.6 -0.1 -0.8 0.09
C 1.701 -8.523 -1.481 -0.2 -0.1 0.2 -0.72
N 2.339 -7.327 -2.093 0.0 0.1 0.0 0.84
O 2.258 -6.280 -1.485 0.3 -0.5 -0.1 -0.54
O 2.894 -7.489 -3.162 -0.1 0.0 0.2 -0.53
H 1.248 -8.232 -0.538 0.0 0.1 -0.1 0.31
H 0.949 -8.886 -2.176 0.1 0.0 0.0 0.28
H 2.481 -9.265 -1.322 0.0 0.0 -0.1 0.28
C -1.788 3.634 5.995 0.1 0.0 -0.3 -0.28
N -2.460 2.546 6.756 0.0 0.0 0.0 0.90
O -2.360 1.414 6.325 -0.1 0.1 0.2 -0.52
O -3.064 2.868 7.763 0.1 -0.2 -0.1 -0.58
H -1.291 3.204 5.128 0.0 0.0 0.1 -0.03
H -2.556 4.341 5.690 0.0 0.0 0.2 0.28
H -1.066 4.100 6.662 -0.1 0.0 0.0 0.28

58
Properties=species:S:1:pos:R:3:forces:R:3:mulliken_charge:R:1 method="wB97M-V/def2-TZVPD" orbital_gap_ev="6.68 / 7.28" lumo_ev="2.91 / 2.91" s_squared=6.0055 energy_ev=-71359.490 homo_energy_ev="-3.8 / -4.4" fmax_ev_per_a=5.97 spin_multiplicity=5 de_lowest_ev=2.6511 charge=-1
Cr -0.346 11.120 10.367 2.4 -2.3 -0.9 1.19
C 2.329 10.077 13.815 1.1 0.2 -0.2 -1.18
C 0.959 9.737 13.257 -1.0 -1.4 -1.9 0.70
C -0.107 10.074 14.275 -0.3 1.7 0.3 -1.37
O 0.783 10.158 11.917 0.0 0.6 1.0 -0.51
H 3.140 9.556 13.305 -0.2 -0.2 -0.4 0.30
H 2.535 9.890 14.869 -0.6 -0.2 0.3 0.40
H 2.586 11.126 13.666 -0.4 0.3 -0.1 0.05
H 0.793 8.660 13.236 0.9 -0.9 -0.1 0.08
H 0.019 9.518 15.204 0.4 0.1 0.2 0.45
H -1.157 9.923 14.022 0.1 -0.1 -0.7 0.14
H 0.033 11.144 14.430 -0.5 0.3 0.6 0.24
C 1.608 9.957 6.359 -0.3 -0.3 0.0 -1.37
C 0.808 10.966 7.151 -1.6 0.2 2.4 0.56
C -0.585 11.222 6.445 0.7 -0.2 0.7 -1.28
O 0.635 10.615 8.528 -0.4 -0.1 -0.7 -0.85
H 2.501 9.592 6.866 0.2 0.5 0.0 0.34
H 1.799 10.442 5.401 0.5 -0.3 -0.2 0.40
H 1.028 9.050 6.182 -0.3 -0.1 -0.1 0.17
H 1.353 11.910 7.128 0.3 0.5 -0.2 0.27
H -0.530 11.956 5.641 0.1 -0.1 -0.3 0.40
H -1.304 11.597 7.173 0.1 0.1 0.2 0.14
H -0.984 10.271 6.092 0.0 0.0 -0.3 0.31
B -2.324 12.631 11.050 -1.8 1.3 1.2 0.10
F -1.382 11.998 11.843 0.5 -1.0 1.6 -0.22
F -2.253 13.971 11.373 -0.2 0.6 -0.3 -0.39
F -1.976 12.347 9.766 0.7 0.2 -2.8 -0.27
F -3.589 12.119 11.197 -0.8 -0.2 0.8 -0.37
C -2.115 7.256 6.495 -0.1 -0.4 0.5 -1.45
C -1.864 8.180 7.695 0.1 0.3 -0.2 0.24
O -2.584 7.691 8.820 -1.1 -1.2 2.7 -0.36
C -2.576 8.375 10.009 -0.8 0.9 -1.6 0.59
O -1.960 9.406 10.156 -0.3 -0.9 0.3 -0.14
O -3.508 7.885 10.894 1.1 1.1 -0.7 -0.38
C -3.731 8.815 12.012 0.9 -0.3 0.7 -0.29
H -1.318 7.311 5.753 -0.1 0.5 -0.1 0.36
H -3.092 7.417 6.039 0.1 0.2 -0.1 0.31
H -2.103 6.203 6.774 0.0 0.0 0.4 0.43
H -2.300 9.166 7.538 0.6 0.2 -0.4 0.21
H -0.804 8.232 7.943 0.0 0.4 0.0 0.12
H -4.282 8.272 12.781 -0.4 -0.1 -0.5 0.31
H -4.168 9.785 11.778 -0.3 -0.4 -0.7 0.24
H -2.799 9.084 12.508 0.3 -0.2 -0.4 -0.05
C -0.336 15.836 7.555 -0.2 0.0 0.7 -1.52
C -0.128 14.793 8.692 -1.7 -1.3 -3.3 0.59
O 0.899 15.027 9.586 1.7 0.9 1.9 -0.40
C 1.299 14.076 10.457 -1.5 -2.5 -1.2 0.75
O 0.784 12.917 10.425 2.9 5.1 1.0 0.09
O 2.332 14.577 11.216 -2.0 -0.6 -2.0 -0.37
C 2.715 13.803 12.326 -0.2 -0.7 1.3 -0.59
H -1.132 15.501 6.891 -0.4 -0.5 0.5 0.43
H 0.473 15.864 6.825 0.5 0.5 0.6 0.37
H -0.696 16.798 7.918 0.6 0.3 -0.1 0.36
H 0.089 13.935 8.056 0.4 -0.7 0.5 -0.16
H -1.102 14.530 9.103 0.3 0.4 0.8 0.07
H 3.700 14.130 12.658 0.0 -0.1 -0.4 0.32
H 2.656 12.727 12.163 0.2 0.0 -0.4 0.15
H 2.029 14.001 13.150 -0.1 0.1 0.1 0.33